(1)
The following is a DFT calculation (ωB97M-V/def2-TZVPD) of 3 unconnected molecules or ions with the total composition C4H15NO2.

```
22
C4H15NO2, DFT ωB97M-V/def2-TZVPD
C 0.776 0.907 0.588
C 1.273 0.015 1.740
N 0.950 -1.396 1.609
C -0.459 -1.726 1.664
C -0.637 -3.055 2.446
H 1.437 0.733 -0.256
H 0.648 1.923 0.920
H -0.218 0.562 0.292
H 2.333 0.191 1.937
H 0.803 0.361 2.647
H 1.405 -1.801 0.804
H -0.994 -0.964 2.233
H -0.947 -1.871 0.693
H -0.028 -3.776 1.896
H -0.210 -2.936 3.437
H -1.661 -3.403 2.356
H 0.101 1.696 -4.404
H -0.901 1.758 -5.503
O 0.049 1.690 -5.369
H -0.669 4.164 -3.557
H -1.844 3.547 -2.732
O -1.209 3.379 -3.438
```

Results
E_LUMO = 0.52 eV
orbital gap = 9.10 eV
HOMO level = -8.59 eV
total charge = 0
total energy = -9975.8559 eV
max |F| = 0.033 hartree/bohr

***

(2)
The following is a DFT calculation (ωB97M-V/def2-TZVPD) of 3 unconnected molecules or ions with the total composition C4H15NO2.

```
22
C4H15NO2, DFT ωB97M-V/def2-TZVPD
C 1.648 -2.198 -0.092
C 1.742 -0.694 -0.019
N 0.485 -0.074 -0.495
C 0.652 1.368 -0.190
C -0.580 2.252 -0.548
H 1.314 -2.539 -1.076
H 2.623 -2.661 0.090
H 1.059 -2.672 0.698
H 2.590 -0.422 -0.666
H 2.011 -0.352 0.987
H 0.618 -0.078 -1.508
H 1.542 1.937 -0.488
H 0.506 1.450 0.896
H -1.361 1.838 0.094
H -0.914 2.306 -1.584
H -0.451 3.276 -0.194
H -2.984 -0.623 -0.577
H -1.482 -0.194 -0.668
O -2.315 -0.277 -1.187
H -0.685 -0.290 1.432
H -1.133 -1.051 2.697
O -1.165 -0.180 2.279
```

Results
E_LUMO = 0.75 eV
orbital gap = 11.07 eV
HOMO level = -10.32 eV
total charge = 0
total energy = -9975.8266 eV
max |F| = 0.059 hartree/bohr

***

(3)
The following is a DFT calculation (ωB97M-V/def2-TZVPD) of 3 unconnected molecules or ions with the total composition C4H15NO2.

```
22
C4H15NO2, DFT ωB97M-V/def2-TZVPD
C -1.667 1.355 -0.040
C -0.995 0.271 0.793
C -0.137 -0.688 -0.031
N 1.308 -0.520 0.134
C 2.024 -1.319 1.118
H -0.982 1.992 -0.606
H -2.374 0.887 -0.726
H -2.261 2.045 0.569
H -0.385 0.702 1.570
H -1.779 -0.292 1.272
H -0.389 -1.695 0.328
H -0.238 -0.662 -1.110
H 1.825 -0.388 -0.721
H 1.436 -1.302 2.035
H 2.198 -2.347 0.813
H 2.918 -0.775 1.421
H 1.311 3.024 0.615
H 1.821 1.499 0.818
O 1.512 2.319 1.225
H -1.752 -1.718 -1.892
H -1.498 -1.762 -3.396
O -2.120 -1.439 -2.737
```

Results
E_LUMO = 0.71 eV
orbital gap = 9.54 eV
HOMO level = -8.84 eV
total charge = 0
total energy = -9975.7436 eV
max |F| = 0.030 hartree/bohr

***

(4)
The following is a DFT calculation (ωB97M-V/def2-TZVPD) of 3 unconnected molecules or ions with the total composition C4H15NO2.

```
22
C4H15NO2, DFT ωB97M-V/def2-TZVPD
C -0.012 -1.569 -0.035
N 0.383 -0.530 -0.983
C 0.773 0.711 -0.300
C 0.653 1.972 -1.158
C -0.282 -2.876 -0.780
H 0.794 -1.711 0.709
H -0.879 -1.291 0.577
H 1.245 -0.865 -1.390
H 0.141 0.895 0.584
H 1.771 0.537 0.150
H 0.296 1.650 -2.136
H 0.032 2.660 -0.601
H 1.585 2.502 -1.412
H -0.619 -3.599 -0.060
H 0.645 -3.208 -1.237
H -0.998 -2.718 -1.591
H -4.464 1.806 0.515
H -3.086 1.457 0.126
O -3.989 1.135 -0.006
H 2.682 0.791 3.608
H 2.337 1.518 2.307
O 2.663 0.681 2.650
```

Results
E_LUMO = 0.63 eV
orbital gap = 9.48 eV
HOMO level = -8.85 eV
total charge = 0
total energy = -9975.6447 eV
max |F| = 0.022 hartree/bohr

***

(5)
The following is a DFT calculation (ωB97M-V/def2-TZVPD) of 3 unconnected molecules or ions with the total composition C4H15NO2.

```
22
C4H15NO2, DFT ωB97M-V/def2-TZVPD
C 1.005 -0.793 0.616
C 0.513 0.521 0.028
N -0.537 1.181 0.810
C -1.424 2.055 0.096
C -0.150 1.636 2.138
H 0.252 -1.564 0.461
H 1.170 -0.755 1.683
H 1.876 -1.154 0.075
H 1.293 1.283 -0.077
H 0.116 0.346 -0.978
H -0.841 2.942 -0.197
H -1.794 1.589 -0.805
H -2.169 2.476 0.754
H 0.762 1.156 2.466
H -0.940 1.367 2.853
H -0.053 2.718 2.154
H 1.912 -3.883 -3.829
H 3.409 -4.014 -4.042
O 2.664 -3.437 -4.237
H -2.258 -1.981 -0.192
H -2.069 -0.496 0.146
O -2.737 -1.191 0.079
```

Results
2S+1 = 2
E_LUMO (spin up / spin down) = -2.96 / -7.62 eV
orbital gap (spin up / spin down) = 10.72 / 6.06 eV
HOMO level (spin up / spin down) = -13.68 / -13.68 eV
total charge = +1
⟨S²⟩ = 0.7541
total energy = -9967.7235 eV
max |F| = 0.037 hartree/bohr

***

(6)
The following is a DFT calculation (ωB97M-V/def2-TZVPD) of 3 unconnected molecules or ions with the total composition C4H15NO2S.

```
23
C4H15NO2S, DFT ωB97M-V/def2-TZVPD
C 2.205 -0.575 -1.728
N 1.923 0.105 -0.430
C 0.537 0.497 -0.182
C 0.502 0.797 1.310
S -1.183 0.887 1.988
C -0.084 1.580 -1.100
H 2.413 0.264 -2.430
H 3.117 -1.160 -1.600
H 1.381 -1.114 -2.180
H 2.589 0.883 -0.448
H -0.058 -0.406 -0.318
H 1.007 -0.109 1.711
H 0.928 1.708 1.719
H -1.881 0.548 0.921
H -1.109 1.664 -0.755
H 0.327 2.585 -1.071
H -0.069 1.355 -2.153
H -2.961 -0.282 -1.727
H -2.214 -1.272 -2.644
O -2.555 -0.375 -2.595
H 0.439 -2.509 2.037
H 0.774 -2.640 0.650
O 0.289 -3.143 1.321
```

Results
E_LUMO = 0.46 eV
orbital gap = 9.52 eV
HOMO level = -9.05 eV
total charge = 0
total energy = -20810.6751 eV
max |F| = 0.042 hartree/bohr

***

(7)
The following is a DFT calculation (ωB97M-V/def2-TZVPD) of 3 unconnected molecules or ions with the total composition C4H15NO3.

```
23
C4H15NO3, DFT ωB97M-V/def2-TZVPD
C 0.655 1.933 -1.100
N -0.436 1.627 -0.108
C 0.973 -0.121 1.124
C -0.268 0.836 1.120
C -1.538 0.102 1.541
O -1.316 -0.637 2.728
H 1.551 1.341 -1.035
H 0.907 2.982 -1.029
H 0.207 1.642 -2.065
H -0.944 2.487 0.034
H 1.669 0.155 0.350
H 0.492 -1.109 1.071
H 1.583 -0.126 2.030
H -0.039 1.559 1.944
H -2.351 0.785 1.838
H -1.976 -0.525 0.765
H -0.413 -0.894 2.870
H -1.681 -1.165 -2.839
H -1.384 -0.380 -1.442
O -1.940 -1.010 -1.930
H 1.539 -3.420 -1.448
H 2.598 -2.622 -2.204
O 2.111 -3.442 -2.216
```

Results
E_LUMO = 0.45 eV
orbital gap = 9.39 eV
HOMO level = -8.93 eV
total charge = 0
total energy = -12022.4094 eV
max |F| = 0.051 hartree/bohr

***

(8)
The following is a DFT calculation (ωB97M-V/def2-TZVPD) of 3 unconnected molecules or ions with the total composition C4H15NO3.

```
23
C4H15NO3, DFT ωB97M-V/def2-TZVPD
C -0.572 -1.914 1.944
C -1.189 -0.571 1.594
N -0.331 0.171 0.666
C -1.135 1.124 -0.086
C -0.397 1.714 -1.283
O -0.672 0.954 -2.471
H -0.749 -2.257 2.961
H -0.879 -2.673 1.230
H 0.513 -1.870 1.971
H -2.143 -0.774 1.095
H -1.377 0.053 2.458
H 0.114 -0.475 0.020
H -2.032 0.640 -0.502
H -1.484 1.954 0.508
H 0.684 1.647 -1.166
H -0.730 2.715 -1.440
H -1.333 1.347 -3.045
H -0.513 -1.248 -2.256
H 1.022 -1.395 -2.430
O 0.199 -1.887 -2.349
H 3.657 0.751 1.124
H 5.032 1.157 1.014
O 4.316 0.838 0.443
```

Results
E_LUMO = 0.75 eV
orbital gap = 9.79 eV
HOMO level = -9.04 eV
total charge = 0
total energy = -12023.1245 eV
max |F| = 0.022 hartree/bohr

***

(9)
The following is a DFT calculation (ωB97M-V/def2-TZVPD) of a molecular structure, C4H15NO3.

```
23
C4H15NO3, DFT ωB97M-V/def2-TZVPD
C 0.284 1.688 -1.023
C -0.489 1.916 0.300
N -1.223 0.678 0.687
C -0.449 -0.552 0.807
C -0.591 -1.512 -0.323
H -0.341 1.196 -1.752
H 1.036 0.890 -1.112
H -1.344 2.595 0.186
H -1.924 0.660 -0.294
H -0.728 -0.930 1.824
H 0.586 -0.206 0.805
H 0.301 -2.161 -0.346
H -0.557 -0.972 -1.263
H -1.518 -2.104 -0.391
H -3.429 0.629 -1.404
H 0.606 2.695 -1.301
O -2.468 0.513 -1.418
H 2.882 -2.433 1.594
H 2.182 -1.200 0.624
O 2.031 -1.983 1.489
H 0.107 2.342 1.130
H 3.147 -0.124 -0.605
O 2.276 -0.354 -0.242
```

Results
E_LUMO = -4.83 eV
orbital gap = 3.69 eV
HOMO level = -8.52 eV
total charge = 0
total energy = -12015.4937 eV
max |F| = 0.079 hartree/bohr

***

(10)
The following is a DFT calculation (ωB97M-V/def2-TZVPD) of 3 unconnected molecules or ions with the total composition C4H15NO3.

```
23
C4H15NO3, DFT ωB97M-V/def2-TZVPD
C -0.602 0.683 0.418
N 0.348 0.872 -0.696
C 1.180 2.038 -0.806
O 0.696 2.900 -1.812
C -1.442 -0.576 0.178
C -0.541 -1.802 0.437
H -1.292 1.533 0.383
H -0.051 0.744 1.353
H 0.898 0.017 -0.774
H 1.309 2.691 0.040
H 2.211 1.680 -1.021
H 0.114 2.405 -2.393
H -2.323 -0.467 0.807
H -1.698 -0.605 -0.878
H -0.099 -1.846 1.451
H 0.243 -1.923 -0.274
H -1.149 -2.719 0.510
H 0.702 -0.146 4.512
H -0.025 -1.013 3.442
O 0.555 -1.040 4.204
H 0.074 -1.896 -3.057
H 0.358 -0.438 -2.674
O 0.535 -1.093 -3.352
```

Results
E_LUMO = 0.58 eV
orbital gap = 10.42 eV
HOMO level = -9.84 eV
total charge = 0
total energy = -12023.1488 eV
max |F| = 0.053 hartree/bohr

***

(11)
The following is a DFT calculation (ωB97M-V/def2-TZVPD) of 3 unconnected molecules or ions with the total composition C4H15NO3.

```
23
C4H15NO3, DFT ωB97M-V/def2-TZVPD
C 1.404 0.118 0.688
C 0.244 0.014 -0.333
C 0.260 -1.190 -1.283
C -0.290 -2.419 -0.606
O 1.623 -1.250 -1.926
N 0.181 1.239 -1.287
H 1.973 -0.833 0.743
H 0.920 0.365 1.703
H 2.041 0.971 0.263
H -0.712 -0.021 0.221
H -0.368 -1.048 -2.141
H -0.067 -3.262 -1.293
H -1.357 -2.326 -0.521
H 0.138 -2.680 0.349
H 2.029 -2.138 -1.797
H 1.017 1.534 -1.820
H -0.327 2.053 -0.800
H -1.039 2.783 1.353
H -0.591 4.130 1.120
O -1.039 3.439 0.729
H -1.286 0.183 1.905
H -2.737 -0.116 2.306
O -2.015 0.454 2.427
```

Results
E_LUMO = 0.60 eV
orbital gap = 9.25 eV
HOMO level = -8.65 eV
total charge = 0
total energy = -12022.5806 eV
max |F| = 0.073 hartree/bohr

***

(12)
The following is a DFT calculation (ωB97M-V/def2-TZVPD) of 3 unconnected molecules or ions with the total composition C4H15NO3.

```
23
C4H15NO3, DFT ωB97M-V/def2-TZVPD
C -1.565 -0.924 1.582
C -0.687 -0.974 0.198
C 0.155 0.307 0.152
C -0.767 1.437 -0.068
O 1.204 0.322 -0.762
N -1.452 -1.232 -0.981
H -1.683 -1.968 2.133
H -2.474 -0.435 1.330
H -1.091 -0.419 2.273
H -0.067 -1.824 0.379
H 0.830 0.510 1.059
H -1.443 1.729 0.790
H -1.221 1.427 -0.993
H -0.088 2.303 -0.525
H 1.012 0.009 -1.688
H -2.324 -0.684 -1.183
H -1.108 -1.700 -1.785
H 2.883 -0.860 0.885
H 2.142 -2.081 1.196
O 2.926 -1.638 1.500
H 1.488 2.080 -1.122
H 1.962 2.026 -2.504
O 1.369 2.590 -1.863
```

Results
E_LUMO = 0.41 eV
orbital gap = 9.68 eV
HOMO level = -9.28 eV
total charge = 0
total energy = -12021.4432 eV
max |F| = 0.118 hartree/bohr